Run P
{
  "formula": "C7H15N",
  "method": "wB97M-V/def2-TZVPD",
  "elements": ["C", "C", "C", "C", "C", "C", "C", "N", "H", "H", "H", "H", "H", "H", "H", "H", "H", "H", "H", "H", "H", "H", "H"],
  "positions_angstrom": [[1.3966, 0.6588, 0.1632], [-1.4774, 1.6825, 0.2000], [-2.9312, -0.8968, -0.2726], [2.1316, 0.4314, -1.1277], [2.0068, 0.0257, 1.3820], [-1.0081, 0.3135, 0.0133], [-0.4040, -0.7401, -0.1761], [0.0435, -1.9855, -0.2927], [1.1470, 1.7058, 0.3199], [-0.2060, -2.6388, 0.4346], [0.2099, -2.3644, -1.2125], [-2.5338, 1.7747, -0.0517], [-0.9288, 2.3993, -0.4138], [-1.3572, 1.9959, 1.2390], [-3.4189, -0.3122, -1.0481], [-3.3859, -0.7848, 0.7088], [-2.8322, -1.9377, -0.5715], [2.2255, -0.6373, -1.3436], [1.6283, 0.9104, -1.9706], [3.1548, 0.8386, -1.0923], [1.4064, 0.2033, 2.2772], [2.1147, -1.0559, 1.2530], [3.0185, 0.4135, 1.5822]],
  "mulliken_charge": [0.036, -1.485, -1.242, -1.243, -1.276, 0.498, 0.179, -0.322, 0.435, 0.233, 0.216, 0.380, 0.363, 0.301, 0.336, 0.308, 0.376, 0.251, 0.286, 0.400, 0.296, 0.278, 0.396],
  "multiplicity": 1,
  "molar_mass_g_mol": 113.20,
  "orbital_gap_ev": [7.0, 6.8],
  "total_charge": 0
}

=====

Run Q
{
  "formula": "C7H15N",
  "method": "wB97M-V/def2-TZVPD",
  "elements": ["H", "N", "C", "C", "C", "C", "C", "C", "C", "H", "H", "H", "H", "H", "H", "H", "H", "H", "H", "H", "H", "H", "H"],
  "positions_angstrom": [[-0.0112, -4.0250, 0.4597], [0.3820, -3.2423, -0.0755], [0.1943, -2.1102, 0.5167], [-0.5412, -2.0358, 1.8276], [0.8459, -0.8081, -0.1192], [-0.0014, 0.4472, -0.0345], [-1.2863, 0.3425, -0.8487], [0.9708, 1.6325, -0.5310], [0.2861, 2.9536, -0.8404], [-1.5717, -1.7152, 1.6561], [-0.5687, -3.0152, 2.3157], [-0.0463, -1.3188, 2.4865], [1.7953, -0.6773, 0.4111], [1.0786, -1.0425, -1.1649], [-0.2607, 0.6698, 1.0062], [-1.8571, 1.2753, -0.8192], [-1.9344, -0.4399, -0.4416], [-1.0773, 0.0925, -1.8927], [1.6941, 1.8010, 0.2766], [1.5548, 1.3341, -1.4097], [1.0302, 3.7500, -0.9517], [-0.2674, 2.8948, -1.7831], [-0.4084, 3.2369, -0.0441]],
  "mulliken_charge": [0.256, -0.738, 0.671, -1.326, -0.801, 0.676, -1.531, -0.599, -1.347, 0.267, 0.458, 0.303, 0.403, 0.328, 0.169, 0.413, 0.380, 0.302, 0.360, 0.327, 0.390, 0.313, 0.326],
  "multiplicity": 1,
  "smiles": "[H]/N=C(\\C)C[C@H](C)CC",
  "molar_mass_g_mol": 113.20,
  "orbital_gap_ev": 10.6,
  "total_charge": 0
}

=====

Least stable: run P

=====

Run P
{
  "formula": "C7H15N",
  "method": "wB97M-V/def2-TZVPD",
  "elements": ["C", "C", "C", "C", "C", "H", "H", "H", "H", "H", "H", "H", "H", "C", "N", "C", "H", "H", "H", "H", "H", "H", "H"],
  "positions_angstrom": [[0.6304, -1.5348, -1.6373], [-0.0480, -0.9216, -0.8484], [-1.4049, -0.3712, -0.1826], [-1.9703, 0.7740, -1.0164], [-2.3965, -1.5060, 0.0360], [1.2548, -2.0266, -2.3485], [-1.1900, 0.0202, 0.8206], [-2.8381, 0.4962, -1.6260], [-1.2392, 1.1736, -1.7292], [-2.2730, 1.6092, -0.3755], [-3.2588, -1.4819, -0.6392], [-2.7894, -1.4651, 1.0579], [-1.9419, -2.4947, -0.0905], [1.9577, -0.0761, 1.7441], [1.3461, 0.5677, 0.5871], [2.2023, 1.5612, -0.0479], [2.9320, -0.5003, 1.4872], [2.0601, 0.6219, 2.5781], [1.3106, -0.8932, 2.0766], [0.4163, 0.9820, 0.8338], [1.7447, 1.8655, -0.9936], [3.1914, 1.1489, -0.2635], [2.3037, 2.4511, 0.5774]],
  "mulliken_charge": [-0.034, -0.866, 1.087, -1.316, -1.408, 0.475, 0.080, 0.405, 0.330, 0.296, 0.305, 0.326, 0.351, -1.040, -0.014, -1.068, 0.312, 0.359, 0.282, 0.189, 0.284, 0.312, 0.351],
  "multiplicity": 1,
  "smiles": "C#CC(C)C.CNC",
  "molar_mass_g_mol": 113.20,
  "orbital_gap_ev": 8.9,
  "total_charge": 0
}

=====

Run Q
{
  "formula": "C7H15N",
  "method": "wB97M-V/def2-TZVPD",
  "elements": ["H", "N", "C", "C", "H", "H", "H", "H", "C", "C", "C", "C", "C", "H", "H", "H", "H", "H", "H", "H", "H", "H", "H"],
  "positions_angstrom": [[-1.4860, 1.5026, -1.5170], [-1.1478, 2.4399, -1.2622], [-0.0522, 2.3279, -0.5930], [0.7057, 3.5163, -0.1056], [0.3915, 1.3424, -0.4038], [1.1193, 3.2912, 0.8811], [1.5314, 3.7109, -0.7946], [0.0565, 4.3918, -0.0454], [-1.8160, -0.5542, 1.0140], [-0.5147, -0.8036, 1.2128], [0.3483, -1.8304, 0.5101], [-0.3949, -2.7397, -0.4710], [1.5160, -1.1501, -0.2108], [-2.4132, -1.0897, 0.2837], [-2.3273, 0.2090, 1.5957], [-0.0071, -0.2191, 1.9812], [0.7724, -2.4686, 1.2960], [-0.8449, -2.1670, -1.2901], [-1.1894, -3.2986, 0.0346], [0.2916, -3.4687, -0.9150], [1.1770, -0.6176, -1.1064], [2.2542, -1.8918, -0.5337], [2.0297, -0.4331, 0.4394]],
  "mulliken_charge": [0.291, -0.672, 0.479, -1.040, 0.059, 0.295, 0.268, 0.307, -0.864, -0.329, 1.041, -1.624, -1.528, 0.267, 0.259, 0.352, 0.174, 0.350, 0.384, 0.411, 0.314, 0.435, 0.370],
  "multiplicity": 1,
  "smiles": "[H]/N=C/C.C=CC(C)C",
  "molar_mass_g_mol": 113.20,
  "orbital_gap_ev": 10.7,
  "total_charge": 0
}

=====

Run R
{
  "formula": "C7H15N",
  "method": "wB97M-V/def2-TZVPD",
  "elements": ["C", "C", "C", "C", "C", "C", "C", "N", "H", "H", "H", "H", "H", "H", "H", "H", "H", "H", "H", "H", "H", "H", "H"],
  "positions_angstrom": [[-2.1277, -2.2790, -1.1560], [-1.2428, -1.0591, -0.9596], [-1.0308, -0.3893, 0.2230], [-0.1612, -1.5819, 0.7685], [-0.4126, 0.9960, 0.1688], [1.1571, 1.1214, 0.3626], [1.4575, 2.5102, 1.0212], [1.7979, 0.9980, -0.8731], [-2.7193, -2.2458, -2.0713], [-2.8296, -2.2882, -0.3239], [-1.5542, -3.2149, -1.2487], [-1.0037, -0.6119, -1.9403], [-0.8788, -2.3068, 1.1649], [0.4820, -1.3896, 1.6554], [0.5486, -2.1507, 0.1573], [-0.9783, 1.6371, 0.8468], [-0.4596, 1.4439, -0.8236], [1.6101, 0.4673, 1.1514], [0.8110, 3.2916, 0.6148], [1.3567, 2.6129, 2.1106], [2.4990, 2.6349, 0.7178], [1.3148, -0.0134, -0.5686], [2.3638, 1.8174, -0.9978]],
  "mulliken_charge": [-1.300, 0.145, 0.193, -1.493, -1.013, 0.526, -1.615, -0.715, 0.404, 0.324, 0.300, 0.331, 0.441, 0.375, 0.414, 0.364, 0.400, 0.101, 0.352, 0.335, 0.466, 0.432, 0.235],
  "multiplicity": 1,
  "smiles": "C/C=C(\\C)C[C@H](C)N",
  "molar_mass_g_mol": 113.20,
  "orbital_gap_ev": 8.6,
  "total_charge": 0
}

=====

Least stable: run R